[1]
# C12H9NO2

A single C12H9NO2 molecule at a distorted geometry (ωB97M-V with the def2-TZVPD basis set, OMol25).

Each line ends with the Löwdin charge.
Cartesian coordinates (Å):
C1 -0.1677 1.8928 -2.7148  -0.081
C2 -1.2046 0.9454 -2.5282  -0.102
C3 0.9510 1.9932 -1.9525  -0.022
C4 -1.1166 0.0952 -1.5321  -0.065
C5 2.1435 0.9628 -0.0593  -0.068
C6 2.1970 0.1959 1.0598  -0.029
C7 1.0138 1.0844 -0.8475  -0.155
C8 -0.0723 0.1489 -0.6145  -0.144
C9 1.0014 -0.4491 1.4543  -0.216
C10 0.0037 -0.6077 0.5625  0.062
C11 0.7052 -1.2367 2.6336  -0.086
C12 -1.2839 -1.8143 1.7286  -0.462
N1 -0.3466 -1.8827 2.7681  0.143
O1 -2.4553 -1.1850 1.8773  0.090
O2 -1.5415 -2.8761 0.8655  0.041
H1 -0.2492 2.4545 -3.7318  0.135
H2 -2.1308 0.9320 -3.0816  0.107
H3 1.7957 2.5559 -2.1322  0.086
H4 -1.9404 -0.5633 -1.1642  0.133
H5 3.0393 1.5163 -0.3884  0.122
H6 3.1021 0.2057 1.7757  0.140
H7 1.3587 -1.2177 3.4560  0.111
H8 -2.2751 -0.2543 1.8914  0.116
H9 -2.5275 -2.8959 0.6742  0.143

Results
HOMO level = -8.367 eV
Lowest unoccupied orbital energy = 0.08 eV
Charge = 0
M = 199.209 g/mol
Energy = -667.80887 a.u.
Gap between HOMO and LUMO = 0.311 Ha
Multiplicity = 1

[2]
# C23H23ClN2PV

A molecular structure, C23H23ClN2PV at a distorted geometry (ωB97M-V with the def2-TZVPD basis set, OMol25).

Each line ends with the Löwdin spin population.
Cartesian coordinates (Å):
V1 1.0426 -0.3893 1.5166  2.113
Cl1 0.6387 1.4695 2.8763  -0.058
P1 0.3696 0.9160 -0.3480  -0.043
C1 -0.9949 0.0833 -1.1939  -0.002
C2 -0.7730 -0.8163 -2.2512  -0.003
C3 -1.8631 -1.4044 -2.9046  0.000
C4 -3.1443 -1.1777 -2.3829  -0.003
C5 -3.3734 -0.4482 -1.2010  0.000
C6 -2.2711 0.1520 -0.5885  -0.002
C7 0.1955 2.6968 -0.7521  -0.008
C8 1.0546 3.5800 -0.0818  -0.004
C9 0.8553 4.9527 -0.1949  0.001
C10 -0.1898 5.4314 -1.0114  -0.006
C11 -1.0558 4.5415 -1.6750  0.000
C12 -0.8743 3.1733 -1.5135  -0.005
C13 1.9166 0.3694 -1.1598  0.010
C14 2.9639 -0.1416 -0.3490  0.008
C15 4.2129 -0.3735 -0.9543  -0.001
C16 4.3863 -0.0468 -2.3149  0.002
C17 3.3700 0.5206 -3.1039  0.000
C18 2.1329 0.7552 -2.4903  0.003
H1 1.8495 3.1984 0.5509  0.000
H2 1.4868 5.6564 0.3611  0.000
H3 -0.3454 6.5164 -1.1027  0.000
H4 -1.8826 4.9154 -2.2819  0.000
H5 -1.5885 2.4869 -1.9410  0.000
H6 0.2509 -1.0355 -2.5647  0.000
H7 -1.6900 -2.0397 -3.7932  0.000
H8 -3.9918 -1.6465 -2.8611  0.000
H9 -4.3789 -0.3444 -0.7603  0.000
H10 -2.3721 0.6881 0.3651  0.000
H11 2.7927 -0.2798 0.7589  0.007
H12 5.0617 -0.7951 -0.3788  0.000
H13 5.3676 -0.1845 -2.7541  0.000
H14 3.5100 0.7968 -4.1601  0.000
H15 1.3380 1.2734 -3.0389  0.000
H16 0.2188 -4.1962 -2.6546  0.000
H17 0.9785 -4.1515 -2.6132  0.000
N1 -1.9800 -4.1992 5.0699  -0.001
C19 -1.4463 -3.1546 4.3582  0.001
C20 -0.0443 -3.0601 4.1664  -0.001
C21 0.4637 -2.0701 3.3352  0.008
N2 -0.3734 -1.3089 2.5641  -0.022
C22 -1.6932 -1.2299 2.8868  0.000
C23 -2.2746 -2.2261 3.6884  0.003
H18 -1.3770 -4.7918 5.6353  0.000
H19 -2.9681 -4.2134 5.3009  0.000
H20 0.6088 -3.8435 4.5729  0.000
H21 1.5288 -1.8389 3.1850  0.003
H22 -2.2787 -0.4085 2.4530  0.000
H23 -3.3701 -2.3578 3.7307  0.000

Results
HOMO level (spin up / spin down) = -14.611 / -14.539 eV
Lowest unoccupied orbital energy (spin up / spin down) = -8.27 / -7.30 eV
Charge = +2
M = 444.822 g/mol
Energy = -2744.69252 a.u.
Gap between HOMO and LUMO (spin up / spin down) = 0.233 / 0.266 Ha
Multiplicity = 3

[3]
# C33H45GaN5S

A molecular structure, C33H45GaN5S at a distorted geometry (ωB97M-V with the def2-TZVPD basis set, OMol25).

Each line ends with the Löwdin charge.
Cartesian coordinates (Å):
Ga1 0.3948 -1.0247 0.1458  0.557
N1 -1.0155 -3.8532 2.3163  0.056
N2 2.7202 -1.9850 -0.8247  0.044
C1 1.1054 2.5528 0.1059  -0.271
C2 2.4694 2.1770 0.2649  -0.263
C3 2.6018 1.5042 1.5078  -0.271
C4 3.8233 0.8626 2.0343  -0.077
H1 4.6761 1.0428 1.3722  0.060
H2 3.6927 -0.2265 2.1222  0.073
H3 4.0724 1.2495 3.0331  0.067
C5 1.3411 1.5316 2.1614  -0.271
C6 1.0135 0.9815 3.4934  -0.069
H4 0.7658 1.7845 4.2043  0.071
H5 1.8607 0.4196 3.9030  0.072
H6 0.1493 0.2993 3.4497  0.039
C7 0.4246 2.2032 1.3004  -0.277
C8 -0.9880 2.4848 1.6242  -0.093
H7 -1.4899 1.5757 1.9826  0.024
H8 -1.5340 2.8290 0.7374  0.066
H9 -1.0882 3.2508 2.4117  0.076
C9 3.5816 2.4616 -0.6666  -0.080
H10 4.3722 3.0434 -0.1670  0.072
H11 3.2330 3.0370 -1.5294  0.054
H12 4.0439 1.5357 -1.0360  0.059
C10 0.4924 3.2184 -1.0639  -0.081
H13 -0.5172 2.8252 -1.2592  0.062
H14 1.0897 3.0524 -1.9699  0.052
H15 0.4036 4.3057 -0.9052  0.070
C11 -1.9922 -4.5681 1.7882  -0.201
H16 -2.8643 -4.7752 2.4154  0.090
C12 -1.9469 -5.0810 0.4836  -0.138
H17 -2.8201 -5.6012 0.1068  0.067
C13 -0.7822 -4.9072 -0.2751  -0.120
H18 -0.6754 -5.3723 -1.2565  0.092
C14 0.2351 -4.1281 0.2489  -0.091
H19 1.1773 -3.9055 -0.2623  0.077
C15 -0.0062 -3.4323 1.4894  -0.441
C16 0.5754 -2.1593 1.6882  -0.225
H20 0.9734 -1.8715 2.6644  0.017
C17 1.7135 -1.2493 -1.2966  -0.277
C18 3.7421 -1.9788 -1.7361  -0.137
H21 4.6805 -2.4798 -1.5620  0.090
C19 3.3592 -1.2640 -2.8372  -0.087
H22 3.8585 -1.1262 -3.7784  0.109
N3 2.0846 -0.7854 -2.5834  -0.013
C20 1.3188 0.0132 -3.4671  -0.109
C21 1.9216 1.0829 -4.1670  -0.188
C22 1.1144 1.8921 -4.9763  -0.019
H23 1.5780 2.7160 -5.5272  0.118
C23 -0.2579 1.6699 -5.0963  -0.276
C24 -1.1101 2.5609 -5.9500  -0.065
H24 -2.0136 2.8718 -5.4136  0.079
H25 -1.4357 2.0438 -6.8622  0.079
H26 -0.5536 3.4547 -6.2450  0.071
C25 -0.8181 0.5633 -4.4534  -0.009
H27 -1.8817 0.3514 -4.5842  0.121
C26 -0.0376 -0.3039 -3.6849  -0.186
C27 -0.6458 -1.5994 -3.2458  -0.050
H28 -0.5397 -2.3726 -4.0251  0.097
H29 -1.7193 -1.4677 -3.0605  0.078
H30 -0.2038 -2.0137 -2.3332  0.031
C28 3.3749 1.4324 -4.1323  -0.065
H31 3.8777 1.1031 -5.0576  0.089
H32 3.9318 1.0161 -3.2900  0.051
H33 3.4925 2.5267 -4.0998  0.083
C29 -2.2214 -2.6146 4.7247  -0.090
C30 -1.8903 -1.4610 3.7922  -0.257
N4 -2.9219 -1.3504 2.7607  0.006
C31 -2.8812 -0.4914 1.6977  -0.669
S1 -2.0021 -0.6976 0.1937  0.729
N5 -3.7647 0.5286 1.6918  -0.002
C32 -4.5474 0.9876 2.8733  -0.213
C33 -3.8249 2.0298 3.7026  -0.085
H34 -3.2827 -2.6336 5.0027  0.064
H35 -1.6230 -2.5141 5.6342  0.074
H36 -1.9499 -3.5482 4.2224  0.040
H37 -1.7851 -0.5108 4.3492  0.102
H38 -0.9401 -1.6504 3.2812  0.057
H39 -3.8598 -1.6089 3.0686  0.126
H40 -3.6825 1.1698 0.9060  0.118
H41 -5.4889 1.3874 2.4787  0.114
H42 -4.7923 0.1043 3.4725  0.103
H43 -3.5599 2.9093 3.1029  0.075
H44 -4.4754 2.3455 4.5238  0.074
H45 -2.9064 1.6238 4.1468  0.072

Results
HOMO level (spin up / spin down) = -2.469 / -2.469 eV
Lowest unoccupied orbital energy (spin up / spin down) = 2.17 / 2.17 eV
Charge = -1
M = 613.548 g/mol
Energy = -3881.10676 a.u.
Gap between HOMO and LUMO (spin up / spin down) = 0.171 / 0.171 Ha
Multiplicity = 1

[4]
# C41H65Br2CrN5Si

A molecular structure, C41H65Br2CrN5Si (ωB97M-V with the def2-TZVPD basis set, OMol25).

Each line ends with the Löwdin spin population.
Cartesian coordinates (Å):
Cr1 2.2753 -0.9312 1.0887  1.033
C1 2.7670 0.7818 -0.2939  -0.009
C2 2.2194 1.3752 0.8728  -0.005
C3 3.0352 0.9421 1.9783  -0.012
C4 4.0789 0.1341 1.4037  -0.006
C5 3.9426 0.0575 -0.0027  -0.016
C6 4.9927 -0.4440 -0.9827  -0.001
C7 5.1984 -1.9603 -0.9228  -0.001
C8 6.3183 0.2358 -0.5971  -0.001
C9 4.6544 -0.0059 -2.4102  0.000
C10 3.1384 1.3304 3.4603  0.000
C11 3.6813 0.1524 4.2865  0.001
C12 4.1517 2.4865 3.5557  -0.001
C13 1.8359 1.7601 4.1434  0.000
C14 1.0912 2.4063 0.7606  0.001
C15 0.7027 2.6049 -0.7128  0.000
C16 -0.1843 2.0049 1.5052  0.000
C17 1.6127 3.7773 1.2278  0.000
H1 2.3476 0.8874 -1.2807  0.001
H2 4.9031 -0.2795 1.9575  0.002
H3 5.4895 -2.2798 0.0784  0.000
H4 5.9922 -2.2475 -1.6174  0.000
H5 4.2967 -2.5155 -1.1872  0.000
H6 6.6623 -0.0977 0.3845  0.000
H7 6.2091 1.3224 -0.5745  0.000
H8 7.0917 -0.0160 -1.3250  0.000
H9 3.7162 -0.4218 -2.7822  0.000
H10 5.4430 -0.3354 -3.0875  0.000
H11 4.5849 1.0819 -2.4803  0.000
H12 4.7126 -0.0971 4.0342  0.000
H13 3.0710 -0.7465 4.1604  0.001
H14 3.6745 0.4207 5.3444  0.000
H15 5.1097 2.2016 3.1161  0.000
H16 4.3221 2.7487 4.6029  0.000
H17 3.7926 3.3749 3.0361  0.000
H18 1.0760 0.9796 4.0935  0.000
H19 1.4055 2.6687 3.7361  0.000
H20 2.0433 1.9474 5.1988  0.000
H21 0.3433 1.6852 -1.1782  0.000
H22 1.5378 3.0010 -1.2953  0.000
H23 -0.1093 3.3318 -0.7659  0.000
H24 -0.6262 1.1179 1.0449  0.000
H25 -0.9184 2.8123 1.4308  0.000
H26 -0.0156 1.8066 2.5634  0.000
H27 2.5371 4.0295 0.7026  0.000
H28 1.8088 3.8291 2.2945  0.000
H29 0.8734 4.5460 0.9914  0.000
N1 -1.3141 -1.8652 3.1467  0.003
C18 -0.1507 -1.2223 3.2069  0.006
N2 0.4325 -1.3072 2.0285  0.000
C19 -0.4411 -2.0563 1.2881  0.003
N3 -1.5180 -2.4107 1.9346  0.001
C20 -0.0847 -2.3661 -0.0831  0.005
C21 -0.8464 -3.1523 -0.9360  -0.001
N4 -0.4621 -3.3890 -2.1814  0.005
C22 0.6799 -2.8332 -2.5712  -0.001
C23 1.4597 -2.0663 -1.7184  0.004
N5 1.0854 -1.8360 -0.4613  -0.001
H30 -2.0013 -1.9847 3.8740  0.000
H31 0.2299 -0.7382 4.0910  0.000
H32 -1.7745 -3.5938 -0.5913  0.000
H33 0.9965 -3.0079 -3.5925  0.000
H34 2.4003 -1.6465 -2.0376  0.000
Br1 4.6633 -6.9710 3.0579  0.000
C24 4.0314 -5.2904 2.4691  0.000
C25 4.6217 -4.1280 2.9311  -0.001
C26 4.1532 -2.9008 2.4804  -0.001
C27 3.0880 -2.7668 1.5779  -0.011
C28 2.5226 -3.9807 1.1513  0.003
C29 2.9779 -5.2217 1.5732  0.000
H35 5.4472 -4.1770 3.6308  0.000
H36 4.6610 -2.0309 2.8734  0.000
H37 1.7045 -4.0025 0.4440  0.000
H38 2.5173 -6.1300 1.2049  0.000
C30 -4.0317 -0.3305 -4.5093  0.000
C31 -4.6314 -0.6393 -3.1279  0.000
C32 -4.1892 -2.0690 -2.7786  0.000
C33 -6.1667 -0.6157 -3.2425  0.000
Si1 -4.0497 0.6394 -1.8273  0.000
Br2 -1.8772 0.0324 -1.3917  0.000
C34 -4.9120 0.4674 -0.1189  0.000
C35 -5.1489 -1.0117 0.2215  0.000
C36 -6.2763 1.1807 -0.1378  0.000
C37 -4.0746 1.0431 1.0342  0.000
C38 -3.8914 2.4431 -2.4621  0.000
C39 -3.6298 3.4137 -1.3007  0.000
C40 -2.7117 2.6178 -3.4321  0.000
C41 -5.1882 2.8803 -3.1686  0.000
H39 -4.3396 -1.1142 -5.2096  0.000
H40 -2.9386 -0.3234 -4.4839  0.000
H41 -4.3753 0.6187 -4.9157  0.000
H42 -4.5320 -2.7424 -3.5720  0.000
H43 -4.6096 -2.4285 -1.8417  0.000
H44 -3.1007 -2.1534 -2.7259  0.000
H45 -6.4744 -1.2946 -4.0453  0.000
H46 -6.5545 0.3743 -3.4875  0.000
H47 -6.6560 -0.9551 -2.3275  0.000
H48 -5.8619 -1.4875 -0.4521  0.000
H49 -5.5648 -1.0789 1.2333  0.000
H50 -4.2181 -1.5869 0.2069  0.000
H51 -6.9295 0.8116 -0.9310  0.000
H52 -6.1794 2.2604 -0.2557  0.000
H53 -6.7877 1.0028 0.8147  0.000
H54 -3.1367 0.4991 1.1542  0.000
H55 -4.6462 0.9366 1.9636  0.000
H56 -3.8393 2.0982 0.9135  0.000
H57 -2.7381 3.1308 -0.7329  0.000
H58 -4.4717 3.4859 -0.6134  0.000
H59 -3.4576 4.4150 -1.7102  0.000
H60 -1.7569 2.4555 -2.9266  0.000
H61 -2.7193 3.6468 -3.8081  0.000
H62 -2.7547 1.9535 -4.2919  0.000
H63 -6.0723 2.7643 -2.5360  0.000
H64 -5.3604 2.3307 -4.0937  0.000
H65 -5.1120 3.9409 -3.4315  0.000

Results
HOMO level (spin up / spin down) = -10.954 / -10.921 eV
Lowest unoccupied orbital energy (spin up / spin down) = -3.33 / -3.48 eV
Charge = +1
M = 867.896 g/mol
Energy = -8356.92708 a.u.
Gap between HOMO and LUMO (spin up / spin down) = 0.280 / 0.273 Ha
Multiplicity = 2